1.
This record from the OMol25 dataset describes a molecular structure, C40H56As3CaClN6O4Si. The level of theory is the ωB97M-V functional and the def2-TZVPD basis.

The calculation puts the HOMO energy at -6.4378 eV. The value obtained for the orbital gap is 0.2214 hartree. The molecular weight comes out at 1013.309 g mol⁻¹. The value obtained for the total energy is -10321.88587 Ha.

Geometry as XYZ:
```
112
Properties=species:S:1:pos:R:3:forces:R:3:lowdin_charge:R:1
As 0.82430 2.84047 -0.28025 -0.243 -0.017 1.253 1.015
As 1.42989 0.94705 -2.78029 0.095 -0.090 -1.248 1.095
As -2.39905 4.03798 -5.35347 0.286 -0.401 0.617 1.124
Ca 0.34682 -0.06909 1.24998 1.222 -0.994 -0.477 1.079
Cl 1.93149 0.51254 7.55794 0.034 -0.053 -0.017 0.858
Si 1.12222 -3.21549 0.60724 -0.258 -0.115 0.502 0.615
O 4.55341 -0.35140 2.44534 -0.896 0.273 0.389 0.034
O 4.73563 0.57439 6.87111 -0.573 -1.319 -3.073 0.024
O 2.64561 -0.00610 1.34782 -0.792 0.290 0.927 -0.241
O 5.54936 -0.07657 4.84783 -0.952 0.152 0.477 0.101
N 1.26034 0.04084 3.76528 2.673 -0.386 0.551 0.072
N -4.37763 0.76227 0.89103 -0.674 -0.137 0.939 -0.091
N -4.32199 -1.63664 0.57812 0.777 0.088 -0.752 -0.072
N -2.27541 -0.29122 0.29181 -0.244 0.391 1.180 -0.144
N -4.11304 -0.10095 -1.33010 0.437 -0.021 0.199 -0.074
N 0.92825 0.08741 5.08285 1.463 -0.185 0.576 -0.087
C 2.55118 0.98363 -4.45598 -0.632 0.932 0.645 -0.320
C 5.26884 -4.82685 2.31862 -0.472 -0.312 -0.036 -0.097
C 2.65029 0.01795 3.74028 -2.404 0.331 1.408 -0.074
C 4.12342 -5.44644 2.82031 -0.383 0.772 -0.667 -0.093
C 3.31963 -0.12773 2.41651 1.796 -0.059 -1.120 -0.592
C -0.24036 3.63134 -3.00311 0.266 0.325 -0.338 -0.643
C -1.61126 4.12994 -3.50097 -0.543 0.595 -0.298 -0.388
C 0.93027 -4.21436 -1.03843 0.514 -0.009 0.684 -0.367
C 2.05388 0.18623 5.90469 -0.515 0.099 -2.094 -0.534
C -0.35016 -5.29913 -2.78162 0.310 -0.213 -0.888 -0.113
C -0.79369 3.86172 -6.44719 1.146 0.881 -0.312 -0.373
C 1.93621 -4.68404 -3.19738 0.039 -0.536 -0.692 -0.116
C 2.03363 -4.22344 -1.90390 0.031 0.349 0.084 -0.140
C 2.87858 -4.99521 2.36029 -0.297 0.409 0.011 -0.118
C -0.75089 -0.66032 6.71005 -0.984 1.082 -0.171 -0.037
C -0.22498 -4.86334 -1.47258 -0.487 0.443 -0.135 -0.142
C 3.19202 0.14436 5.07836 -2.020 -0.339 0.268 -0.031
C 0.73573 -5.22037 -3.66151 -0.268 0.325 0.350 -0.107
C -4.90373 -0.53998 1.32099 0.082 0.094 0.462 -0.174
C 4.54696 0.19918 5.69557 1.889 1.265 0.917 -0.462
C -0.14712 2.12527 -3.35469 0.367 -0.440 0.675 -0.349
C -4.72793 0.92059 -0.49828 -0.570 1.018 -0.486 -0.188
C 2.53689 3.81505 -0.28695 -0.231 -0.071 0.613 -0.293
C -3.01397 0.21175 6.43073 0.408 -0.675 1.025 -0.084
C -0.41382 -0.03752 5.50051 -0.655 -0.193 -0.130 -0.199
C 0.93249 4.47032 -3.56617 -0.351 -0.145 -0.712 -0.054
C 5.16800 -3.80841 1.37012 0.269 -0.650 0.664 -0.098
C -4.59647 -1.39375 -0.85551 0.128 -0.652 0.000 -0.157
C -2.05248 -0.46430 7.19995 -0.123 0.084 -0.311 -0.047
C -2.68424 0.65336 5.17660 -0.978 0.108 -1.425 -0.102
C -2.97622 2.13107 -5.28614 0.242 0.583 -0.185 -0.338
C -2.68233 -0.06613 -1.10084 1.413 -0.159 -1.039 -0.199
C -2.86043 -1.59686 0.74368 0.062 0.028 0.004 -0.157
C 3.93423 -3.41073 0.92730 -0.543 0.372 -0.306 -0.169
C -2.95036 0.78454 1.08150 0.184 0.104 -0.341 -0.193
C 2.73636 -3.97473 1.40844 0.343 0.589 -0.514 -0.341
C 0.07280 3.60921 1.43897 0.388 -0.012 -0.172 -0.312
C -1.41267 0.48971 4.67617 0.878 0.489 -0.011 -0.041
C 0.58593 -0.79670 -3.24610 -0.190 0.453 0.416 -0.320
C -0.24718 3.94946 -1.49124 -0.113 -0.241 0.816 -0.375
H -0.28201 2.91025 -6.28619 0.006 0.122 0.012 0.006
H 2.81743 2.03518 -4.68810 0.057 -0.701 0.063 0.014
H 3.42606 0.37814 -4.23641 0.119 0.088 -0.123 0.010
H -1.73142 5.19892 -3.27128 0.221 -0.156 0.154 0.060
H -1.05045 1.63487 -2.95804 0.286 -0.001 -0.022 0.046
H -3.43632 1.99207 -4.29808 0.061 -0.199 -0.373 0.006
H 0.12633 4.71028 1.38796 -0.206 -0.442 0.290 0.029
H -0.06312 4.70600 -6.22237 -1.087 -1.045 -0.361 0.029
H -1.13554 0.87596 3.68356 -0.160 -0.036 0.644 0.078
H -2.38943 3.62590 -2.90986 0.078 0.049 -0.058 0.048
H -0.17834 1.95272 -4.42073 -0.110 0.277 -0.357 0.028
H 0.02763 -3.79609 1.46779 -0.126 -0.350 0.042 -0.108
H 6.04684 -3.30858 1.00601 0.296 0.040 -0.088 0.099
H -2.58298 1.76470 0.72445 0.062 -0.327 0.215 0.117
H 0.06430 4.98226 -1.24485 -0.202 -0.323 -0.474 0.083
H -4.48369 1.95200 -0.82192 0.261 -0.556 -0.075 0.135
H -3.46289 1.08864 4.52186 0.511 -0.160 0.499 0.115
H -2.15275 -0.84378 -1.69388 -0.567 0.396 0.086 0.129
H 6.22341 -5.17523 2.65339 0.511 0.000 0.146 0.087
H -4.08644 -2.18423 -1.42191 -0.306 0.135 0.007 0.135
H -5.97836 -0.56115 1.18619 -0.256 0.120 -0.096 0.127
H 3.10667 3.61343 -1.17987 0.053 -0.145 -0.346 0.006
H 0.64480 -5.53740 -4.69259 -0.052 -0.057 0.024 0.090
H -0.01904 -1.16468 7.30190 0.236 -0.197 0.149 0.080
H -5.82037 0.83921 -0.59709 0.248 -0.035 0.066 0.133
H -2.37505 -2.38167 0.14797 -0.211 0.055 0.231 0.121
H -2.13468 1.44274 -5.44778 -0.396 0.142 0.117 0.012
H -1.10428 -4.99504 -0.84194 0.258 0.260 0.185 0.089
H 4.16606 -6.24774 3.54918 0.127 0.087 -0.032 0.093
H -1.04031 3.93677 -7.51344 -0.077 -0.027 0.259 0.014
H -4.71111 -0.68011 2.38085 0.151 0.008 0.226 0.124
H 1.96347 -5.38019 2.78095 -0.105 -0.405 0.111 0.082
H -1.24658 3.84283 -1.04990 -0.032 -0.057 -0.252 0.062
H -2.72432 0.65222 2.15189 -0.062 0.058 -0.269 0.097
H -4.01755 0.33693 6.81314 0.030 0.071 0.037 0.106
H -2.33970 -0.80511 8.19935 0.258 -0.095 -0.440 0.114
H -2.26883 0.91175 -1.40986 -0.275 -0.286 0.079 0.109
H -1.30798 -5.66627 -3.15579 0.264 -0.126 0.221 0.095
H 5.20310 -0.21415 3.88940 0.128 -0.092 0.491 0.073
H 1.97550 0.55149 -5.26835 0.025 -0.018 -0.168 0.011
H 1.86281 4.09154 -3.16745 0.396 -0.158 0.122 0.054
H 0.83979 5.50574 -3.21440 -0.040 -0.145 -0.269 0.089
H 0.65490 3.23509 2.29734 0.173 0.308 -0.344 0.015
H -5.66897 -1.42526 -1.01658 -0.169 -0.198 -0.055 0.127
H 1.01679 4.46167 -4.67498 -0.104 -0.069 0.893 0.062
H 3.00188 -3.84211 -1.58385 -0.245 0.116 0.089 0.086
H -2.62059 -1.74303 1.80796 0.012 -0.008 -0.272 0.129
H -0.94790 3.25548 1.65107 0.092 0.324 -0.446 -0.005
H -3.72144 2.03730 -6.07969 0.048 -0.319 0.210 0.005
H -0.08109 -0.77139 -4.11601 0.118 0.245 0.150 0.033
H 2.80195 -4.63936 -3.86658 -0.265 -0.041 0.259 0.103
H 3.11774 3.43978 0.56130 -0.058 0.134 -0.095 0.027
H 0.02394 -1.06959 -2.34989 -0.016 -0.385 -0.183 -0.025
H 1.36004 -1.54367 -3.42767 0.003 0.078 0.198 0.019
H 2.38191 4.90042 -0.18775 -0.073 -0.388 -0.007 0.039
H 3.92293 -2.60623 0.18829 -0.236 -0.070 0.232 0.091
```
Positions in Å, forces in eV/Å.

2.
This record from the OMol25 dataset describes a molecular structure, C40H56N11OZn. The level of theory is the ωB97M-V functional and the def2-TZVPD basis.

The calculation puts the HOMO energy at -9.5752 eV. The value obtained for the orbital gap is 0.2603 hartree. The net charge is +1. The molecular weight comes out at 772.354 g mol⁻¹. The value obtained for the total energy is -4014.50441 Ha.

Geometry as XYZ:
```
109
Properties=species:S:1:pos:R:3:forces:R:3:lowdin_charge:R:1
Zn -0.93413 0.02372 0.55822 0.319 0.305 -0.453 0.704
O -1.30865 -1.33729 2.06770 0.325 -1.765 -2.387 -0.050
N 2.02591 1.19876 -4.03565 1.333 0.817 -0.592 -0.123
N -2.64131 -1.12256 -3.17944 -1.158 -1.141 -0.065 -0.132
N -1.42853 -0.91671 -1.16691 -0.391 1.016 -0.362 0.058
N 2.57844 -0.28818 2.92033 -0.917 0.845 0.415 -0.078
N 0.98671 0.20048 1.31231 -0.023 1.291 0.157 0.106
N 1.39865 2.66255 -2.40440 0.463 2.250 -0.615 -0.165
N 0.95257 0.50607 -1.97361 0.656 -1.702 -0.534 0.149
N -3.67303 -0.28596 -1.26773 1.779 -1.557 0.264 -0.136
N -1.95644 1.03914 2.04077 -0.008 1.738 1.340 -0.035
N -1.84132 0.50353 3.31917 -0.428 1.071 -2.035 0.089
N -1.90479 2.01193 -0.36526 0.728 -0.652 0.043 0.086
C 1.50144 -3.21541 -1.77219 0.465 -0.015 -0.199 -0.199
C -3.14752 3.93895 0.15448 0.003 -0.423 0.042 -0.001
C -0.66627 -3.40894 5.73462 0.250 -0.679 0.686 -0.100
C -2.48323 3.50453 -2.11955 -0.198 1.541 -0.568 -0.046
C 3.42833 1.77153 -4.18769 -1.858 -1.430 0.147 0.005
C 1.57540 -0.77498 -1.99120 -0.178 0.339 0.028 -0.221
C -4.68007 0.40468 -1.98931 -0.425 1.737 -0.746 -0.061
C 2.03558 -2.04060 1.29744 -0.969 0.816 -0.964 0.021
C 5.07299 -0.73754 2.89356 -1.485 -1.402 1.223 -0.036
C -1.22213 -1.46236 4.42395 -0.597 -1.298 1.429 -0.118
C 2.30759 1.00917 3.63478 1.535 -0.566 0.100 -0.158
C -2.49861 2.74924 0.56348 -0.368 1.137 -0.864 -0.208
C 1.52641 3.07632 -1.03034 -0.845 -2.025 0.918 -0.068
C -3.90526 -0.63635 0.13783 2.469 0.762 -0.379 -0.006
C 1.82874 -0.63074 1.84451 0.900 -0.718 0.615 -0.370
C 0.83447 -1.97637 -1.77644 -1.711 1.033 0.053 -0.076
C 2.87942 -3.27150 -1.99456 0.272 -0.807 0.867 -0.057
C 1.30675 3.83593 -3.29323 1.009 -0.318 -0.128 -0.051
C -0.71894 -2.67988 6.95509 0.292 0.518 -0.400 -0.073
C -1.42284 -0.79743 5.66943 1.194 1.146 -0.540 -0.049
C 0.86925 -4.41364 -1.47147 0.750 -0.578 -0.747 -0.044
C -1.48152 -0.75116 3.12415 0.242 -0.137 3.818 -0.529
C 2.94027 -0.89172 -2.12627 -0.165 0.406 0.265 -0.043
C 1.47231 1.35950 -2.80724 -0.714 1.177 1.255 -0.437
C -2.54873 -0.80938 -1.85413 -0.514 0.629 0.051 -0.390
C -1.53144 -0.90585 -4.06707 -0.087 -0.702 0.113 -0.051
C -1.16818 -3.24769 -1.33365 -0.833 1.925 0.146 -0.010
C -3.77748 -1.93277 -3.70177 0.018 1.277 1.570 -0.014
C -0.45002 -4.41687 -1.32152 -1.499 -1.258 0.756 -0.081
C 1.81720 0.03719 -4.83808 0.541 -2.053 0.183 -0.055
C -0.92686 -2.86067 4.49487 -0.049 1.464 -0.557 -0.040
C 3.57085 -2.13671 -2.12540 0.853 0.446 -0.184 -0.083
C -1.90162 2.34749 -1.65311 0.464 -0.841 -0.474 -0.151
C 3.61696 -1.17542 3.41021 1.602 0.318 -2.513 -0.172
C -0.59049 -1.98151 -1.49127 0.731 -2.802 -0.023 -0.210
C 2.89137 2.24562 2.86399 -1.188 0.271 -0.471 -0.066
C -2.41423 2.24916 1.94874 -0.378 -1.182 0.300 -0.263
C -2.95920 2.98642 3.13076 2.219 0.250 1.160 -0.019
C -1.10569 -1.31912 6.93047 -1.057 -1.516 -0.699 -0.080
C -3.09979 4.35085 -1.16397 0.511 -1.277 -0.425 -0.041
H 4.62935 -2.27179 -2.18660 0.647 0.562 -0.097 0.107
H 0.61845 3.62803 -0.77817 -0.253 -0.301 0.510 0.073
H -3.52157 -2.89618 -4.07951 0.746 -0.692 -0.202 0.085
H -1.60816 0.28506 5.64264 -0.381 -0.604 -0.199 0.099
H 2.31839 3.77161 -0.78520 0.753 0.001 -0.500 0.084
H -2.23413 -3.30282 -1.08395 0.345 0.137 -0.094 0.127
H -0.37946 -3.09110 7.91417 -0.400 -0.245 -0.549 0.102
H 3.07409 -2.27288 0.99289 -0.652 0.286 0.114 0.105
H -0.42337 -4.48250 5.65761 0.007 0.596 0.805 0.106
H -4.52852 -2.07793 -2.91386 0.337 0.034 -0.118 0.097
H -0.99528 -5.30907 -1.04782 0.068 -0.262 -0.227 0.117
H 2.06703 2.68886 2.22470 1.117 -0.371 0.371 0.067
H 3.40541 -2.15553 2.98903 0.197 0.055 0.263 0.088
H 5.77370 -1.42708 3.37592 0.123 0.162 -0.310 0.076
H -3.79294 2.49022 3.59277 -0.552 -0.294 -0.059 0.080
H 4.07300 0.94170 -3.96316 0.718 -0.303 -0.177 0.077
H 1.64903 -2.78959 1.96760 0.130 -0.239 0.636 0.092
H 3.20178 3.08447 3.51194 -0.122 -0.619 0.004 0.077
H 2.83144 0.91147 4.59361 0.079 -0.002 -0.252 0.117
H 0.92024 3.50921 -4.26857 -0.399 0.428 0.408 0.092
H -1.00319 -0.08007 -3.62153 0.576 0.368 -0.387 0.058
H -2.16363 2.98525 3.98596 -1.226 0.085 -1.591 0.120
H 3.54791 2.50153 -3.44363 0.285 0.980 0.918 0.061
H -3.08534 -1.32523 0.41991 -0.993 -0.098 -0.003 0.081
H 0.75458 4.64879 -2.74728 0.127 -0.886 -0.870 0.098
H 3.75827 1.95928 2.22495 -0.749 0.129 0.445 0.084
H 3.59981 -1.31216 4.45539 -0.096 0.339 1.337 0.105
H 2.47881 -0.82722 -4.54762 -0.302 0.725 -0.034 0.099
H -3.19077 4.00888 2.86651 -0.171 0.181 0.133 0.060
H -0.85081 -3.52175 3.60227 -0.148 0.871 0.635 0.122
H -3.77459 4.52053 0.79649 0.096 0.203 0.681 0.104
H 1.11798 1.13566 1.76250 -0.504 -1.123 -0.607 0.048
H 2.16021 0.29412 -5.82975 -0.566 -0.016 -0.554 0.090
H -3.80511 0.17239 0.85805 -0.178 0.455 -0.323 0.074
H -5.65473 -0.07015 -1.91167 -0.211 -0.052 0.312 0.091
H -1.40520 -0.76504 7.84894 0.818 -0.409 -0.797 0.115
H -4.24824 -1.36629 -4.46851 -0.490 0.361 -0.901 0.074
H 1.25386 1.06411 3.94636 0.094 0.161 -0.647 0.118
H 1.35560 -2.10821 0.44140 0.522 -0.015 0.115 0.061
H -0.86623 -1.78210 -4.12820 -0.073 0.178 -0.022 0.099
H 3.43084 -4.19187 -1.78615 -0.372 0.060 -0.524 0.127
H 5.17884 -0.76089 1.81964 -0.194 -0.310 -0.356 0.063
H 1.44283 -5.32454 -1.50301 0.130 -0.147 0.225 0.122
H -2.42735 3.82025 -3.19592 -0.061 -0.544 1.225 0.127
H -1.38016 1.60692 -2.31193 -0.479 0.884 0.570 0.105
H 2.32159 4.25046 -3.53157 -0.639 -0.158 0.344 0.087
H 3.51120 0.02066 -2.16179 0.260 0.069 -0.055 0.108
H -4.86206 -1.01378 0.19209 -2.064 -1.253 0.449 0.071
H 3.64519 2.19784 -5.14681 -0.224 0.026 -0.652 0.091
H 0.80368 -0.41724 -4.77795 0.606 0.931 -0.273 0.080
H -4.70969 1.43811 -1.53951 -0.429 -0.750 -0.658 0.105
H -3.56788 5.28482 -1.42380 -0.078 0.080 -0.265 0.110
H 5.30974 0.24993 3.19944 0.178 0.979 0.499 0.043
H 1.63831 2.10000 -0.46362 -0.291 1.450 -0.130 0.086
H -4.49763 0.48693 -3.09513 0.271 -0.005 1.252 0.108
H -1.92439 -0.70158 -5.06897 0.191 0.246 0.164 0.107
```
Positions in Å, forces in eV/Å.

Look up the molecular weight of the second one.
772.354 g mol⁻¹

Among the records above, which one has the highest orbital gap?
C40H56N11OZn

The lowest orbital gap belongs to which entry?
C40H56As3CaClN6O4Si

Look up the molecular weight of the second one.
772.354 g mol⁻¹